Entry 1:
99
Properties=species:S:1:pos:R:3:lowdin_charge:R:1 method="wB97M-V/def2-TZVPD" energy_ev=-67602.602 total_charge=0 relative_energy_kj_mol=73.52 e_lumo_ev=0.209 homo_lumo_gap_ev=7.33 spin_multiplicity=1
Ba 1.33571 0.58248 -0.22505 1.9806
O 3.49005 1.06325 -1.40836 -0.3449
C 4.74898 0.84375 -1.26783 -0.4193
C 5.67893 1.60339 -2.03085 -0.0352
C 7.03144 1.39674 -1.97121 -0.0965
C 7.57212 0.41438 -1.12528 -0.1132
C 6.70321 -0.31844 -0.35665 -0.0743
C 5.30543 -0.14451 -0.39805 -0.1593
C 4.55252 -1.03245 0.47492 -0.1204
N 3.28910 -1.16515 0.58157 -0.1066
C 2.74806 -2.11476 1.53980 -0.2353
C 1.53938 -1.57738 2.29452 -0.2331
N 0.32649 -1.48166 1.48239 -0.0433
C -0.63666 -0.74473 1.87789 -0.1757
C -0.67041 0.20407 3.01134 -0.1705
C -1.65067 0.03170 3.98922 -0.0639
C -1.73294 0.86870 5.08493 -0.1243
C -0.81669 1.91974 5.18286 -0.1050
C 0.13108 2.12975 4.20598 -0.0245
C 0.22942 1.30218 3.06377 -0.4459
O 1.10510 1.54280 2.12769 -0.3522
H 5.25897 2.35464 -2.68924 0.1098
H 7.69088 2.00166 -2.58301 0.0993
H 8.63895 0.25068 -1.06832 0.0910
H 7.10016 -1.07265 0.31599 0.1037
H 5.19600 -1.67216 1.09876 0.1225
H 3.49868 -2.40632 2.28750 0.1166
H 2.45472 -3.02851 1.00709 0.1029
H 1.80209 -0.63837 2.79018 0.1083
H 1.32838 -2.31839 3.07387 0.1317
H -1.55158 -0.80904 1.28416 0.1002
H -2.34892 -0.79290 3.88149 0.1128
H -2.48342 0.71063 5.84735 0.0906
H -0.85304 2.58656 6.03652 0.0973
H 0.83049 2.95447 4.27580 0.1091
C 1.18642 4.15250 -0.70468 -0.0829
O 0.30600 3.09404 -1.05144 -0.3412
C -0.07346 3.09632 -2.41878 -0.1980
C -1.04738 1.97513 -2.65499 -0.2126
O -0.33302 0.74316 -2.59155 -0.3671
C -1.13658 -0.36847 -2.93082 -0.1365
H 2.13288 4.06630 -1.24813 0.0961
H 1.36959 4.06912 0.36539 0.0929
H 0.73261 5.12281 -0.92801 0.0952
H 0.80876 2.96164 -3.05761 0.1310
H -0.54294 4.05251 -2.68052 0.1365
H -1.48319 2.09590 -3.65456 0.1281
H -1.84105 1.97703 -1.90135 0.1066
H -1.71388 -0.16938 -3.83841 0.0840
H -1.82347 -0.61386 -2.11410 0.0675
H -0.45970 -1.19830 -3.12959 0.0606
I 1.05824 0.45132 -5.77486 0.9125
C 2.57729 -0.46877 -4.63928 -0.7588
C 3.87655 -0.37268 -5.11662 -0.1353
C 4.87234 -1.00546 -4.39496 -0.0534
C 4.53339 -1.69665 -3.24446 -0.0536
C 3.20633 -1.70528 -2.85554 -0.1457
N 2.22989 -1.10371 -3.53996 0.0363
H 4.09362 0.17562 -6.02137 0.0888
H 5.90185 -0.94975 -4.72329 0.1158
H 5.28268 -2.19057 -2.64337 0.1132
H 2.90848 -2.20897 -1.94353 0.0930
N -0.02559 -3.74767 -1.18504 0.1180
C -0.97463 -3.93968 -0.18673 -0.3435
C -0.62454 -4.58057 1.00200 -0.0581
C -1.56664 -4.78613 1.99157 -0.0929
C -2.88256 -4.37302 1.81703 -0.1059
C -3.23812 -3.75910 0.62657 -0.1023
C -2.29784 -3.54396 -0.36933 -0.0561
H -0.26358 -3.07268 -1.89329 0.0614
H 0.91666 -3.62294 -0.84884 0.0660
H 0.40026 -4.90309 1.14591 0.1072
H -1.27245 -5.27484 2.91187 0.1017
H -3.61759 -4.53479 2.59352 0.0953
H -4.26126 -3.43924 0.47244 0.0835
H -2.58664 -3.07176 -1.30341 0.1012
C -6.21761 -0.38389 0.85065 -0.1637
C -5.34581 -0.75517 -0.33080 -0.1999
N -3.98539 -0.36260 -0.02331 0.0643
C -3.68637 0.89132 0.48605 -0.3785
N -2.51256 1.36020 0.26582 0.0862
C -2.13471 2.62809 0.87993 -0.2173
C -2.96285 2.96932 2.10505 -0.1457
C -4.42894 2.81334 1.76070 -0.1589
N -4.66626 1.46573 1.27137 -0.0486
C -6.06346 1.10064 1.11400 -0.1696
H -5.89414 -0.94878 1.72721 0.1208
H -7.26352 -0.61985 0.65116 0.1161
H -5.72407 -0.26509 -1.24000 0.1203
H -5.36237 -1.83091 -0.51013 0.0995
H -3.26588 -0.67878 -0.65262 0.0868
H -2.21029 3.42905 0.13363 0.1122
H -1.08459 2.55825 1.15328 0.0803
H -2.75572 3.98603 2.44287 0.1206
H -2.70705 2.28806 2.91945 0.0963
H -4.72953 3.55722 1.00696 0.1278
H -5.06285 2.96210 2.63771 0.1212
H -6.52125 1.67271 0.29142 0.1272
H -6.58451 1.38678 2.02997 0.1213

---

Entry 2:
11
Properties=species:S:1:pos:R:3:lowdin_charge:R:1 method="wB97M-V/def2-TZVPD" energy_ev=-10805.168 total_charge=-1 relative_energy_kj_mol=580.74 smiles="[O-]C1=CCON1O" e_lumo_ev=4.357 homo_lumo_gap_ev=7.23 spin_multiplicity=1
O 0.11123 2.68539 -0.50725 -0.1306
C -0.05591 1.51519 -0.03127 -0.5251
C 0.77081 0.45507 0.07874 -0.0889
C -0.02937 -0.71871 0.57612 -0.3166
O -1.37439 -0.31169 0.65470 -0.1433
N -1.46931 1.12642 0.45425 -0.0511
O -2.30920 1.30274 -0.70904 -0.0585
H 1.79236 0.21922 -0.19773 0.0752
H 0.07985 -1.80937 0.02256 0.1132
H 0.32607 -1.19499 1.55727 0.0836
H -1.92269 1.88065 -1.34107 0.0420

---

Entry 3:
67
Properties=species:S:1:pos:R:3:lowdin_charge:R:1 method="wB97M-V/def2-TZVPD" energy_ev=-44533.349 total_charge=+3 relative_energy_kj_mol=0.00 e_lumo_ev=-8.939 homo_lumo_gap_ev=4.72 spin_multiplicity=1
Rh 0.97299 0.00125 3.43917 1.1179
C 0.37458 -1.01668 5.27726 -0.1058
C 1.73436 -0.68164 5.35083 -0.1318
C 1.82743 0.76685 5.30744 -0.1179
C 0.54334 1.28115 5.18706 -0.1076
C -0.37292 0.19057 5.09517 -0.1074
H -0.03385 -2.01521 5.31341 0.1393
H 2.53177 -1.39106 5.50657 0.1283
H 2.73590 1.33996 5.40890 0.1275
H 0.26010 2.32185 5.16153 0.1347
H -1.44640 0.24525 5.00296 0.1402
C -5.65489 -1.29976 -8.38444 -0.0360
O -5.29800 -0.07852 -7.72820 -0.0438
C -4.62039 -0.14677 -6.58225 -0.2643
C -4.21793 -1.33464 -5.96680 0.0143
C -3.52119 -1.27947 -4.77492 -0.0018
C -3.21269 -0.05735 -4.17794 -0.1687
C -3.62266 1.12759 -4.80876 -0.0190
C -4.31432 1.08947 -5.99129 0.0278
C -2.49019 -0.04743 -2.92500 -0.2122
N -2.05485 -1.11410 -2.26256 0.2022
C -1.45534 -0.62896 -1.15634 -0.1716
C -1.49972 0.76047 -1.10987 -0.1170
N -2.16792 1.11039 -2.25492 0.1985
C -0.95459 1.51960 -0.04783 -0.0499
C -0.97485 2.92323 0.09927 0.0536
C -0.41359 3.49923 1.20832 -0.0059
C 0.17405 2.70093 2.19503 -0.0996
N 0.20630 1.37800 2.09435 -0.0160
C -0.33792 0.78402 0.98823 -0.1276
C -0.29381 -0.65571 0.95713 -0.1312
N 0.29530 -1.27924 2.02545 -0.0432
C 0.33607 -2.60727 2.05498 -0.0882
C -0.19452 -3.39101 1.02820 0.0006
C -0.78957 -2.78421 -0.05116 0.0695
C -0.84640 -1.38046 -0.10453 -0.0486
H -6.19576 -1.00409 -9.27627 0.1023
H -6.30193 -1.90166 -7.74582 0.1022
H -4.76156 -1.85771 -8.66660 0.1016
H -4.44439 -2.29425 -6.40541 0.1135
H -3.21304 -2.19897 -4.29655 0.1182
H -3.40790 2.10323 -4.38698 0.1073
H -4.63636 1.99430 -6.48697 0.1331
H -2.41384 2.03409 -2.56749 0.1567
H -1.43593 3.54903 -0.65416 0.1367
H -0.42605 4.57143 1.34618 0.1310
H 0.61175 3.15322 3.07291 0.1121
H 0.79199 -3.06047 2.92532 0.1199
H -0.14235 -4.46741 1.11224 0.1305
H -1.22494 -3.35967 -0.85850 0.1431
N 5.74277 0.24160 1.62543 0.0768
C 5.00058 -1.07051 1.58364 -0.0681
C 3.84210 -1.04035 2.56975 -0.1554
N 2.91163 0.08752 2.32726 -0.1137
C 3.66164 1.36467 2.37216 -0.1533
C 4.81252 1.40269 1.37720 -0.0679
H 6.49333 0.24017 0.92859 0.1989
H 6.20926 0.35260 2.53046 0.1947
H 5.70679 -1.86636 1.81413 0.1540
H 4.66067 -1.19159 0.55466 0.1496
H 4.21524 -0.94843 3.59208 0.1310
H 3.30078 -1.98240 2.50234 0.1281
H 2.54985 -0.01340 1.37622 0.1238
H 4.04085 1.49702 3.38716 0.1267
H 2.98721 2.19244 2.16053 0.1241
H 5.39001 2.32139 1.46545 0.1537
H 4.47139 1.30155 0.34654 0.1495

---

Entry 4:
11
Properties=species:S:1:pos:R:3:lowdin_charge:R:1 method="wB97M-V/def2-TZVPD" energy_ev=-19970.908 total_charge=0 relative_energy_kj_mol=212.67 e_lumo_ev=-0.586 homo_lumo_gap_ev=9.10 spin_multiplicity=1
C -2.49659 1.41500 -0.46474 0.0664
C -1.78687 0.48926 -0.14017 -0.2712
O 0.96208 -0.75555 -0.54159 -0.6054
Si 2.18098 0.11586 0.06354 0.3426
Si -1.09804 -1.12935 0.32536 0.7793
H -2.88241 2.28540 -0.89169 0.0220
H 2.87438 0.95631 -1.01701 -0.0888
H 1.55252 1.28961 0.94236 -0.0574
H 3.33026 -0.69319 0.45171 -0.0994
H -1.11131 -1.50276 1.70957 -0.0736
H -1.52500 -2.47058 -0.43733 -0.0144

---

Entry 5:
16
Properties=species:S:1:pos:R:3:lowdin_charge:R:1 method="wB97M-V/def2-TZVPD" energy_ev=-7852.718 total_charge=0 relative_energy_kj_mol=525.07 e_lumo_ev="0.281 / 0.194" homo_lumo_gap_ev="8.61 / 8.33" spin_multiplicity=1
C -0.62057 -1.88925 -0.34516 -0.0148
C -0.05468 -0.49671 -0.31166 -0.4549
C 1.23657 0.17162 0.00458 -0.1529
C 0.87075 1.12751 -1.11105 -0.1822
N -0.51107 0.60089 -1.08126 0.0808
C -0.92703 1.24400 1.07645 0.0686
C 0.15257 0.30576 1.08604 -0.2009
H -0.43384 -2.35838 -1.31870 0.0780
H -1.70661 -1.85347 -0.19295 0.0831
H -0.18260 -2.52262 0.43455 0.0809
H 2.20118 -0.24967 0.29067 0.1333
H 0.97915 2.21286 -0.99042 0.1106
H 1.35974 0.80008 -2.04147 0.1191
H -1.86564 1.03488 0.58761 0.0579
H -0.98152 2.01221 1.86427 0.0655
H 0.49501 -0.13052 2.03422 0.1279